# C27H34F2NO2Si2

A cluster of 2 separate species, C27H34F2NO2Si2 in total in a non-equilibrium geometry (ωB97M-V with the def2-TZVPD basis set, the Open Molecules 2025 dataset).

The geometry in XYZ format:
```
68
Properties=species:S:1:pos:R:3:forces:R:3:nbo_charge:R:1
C -0.937734 2.863103 1.797559 0.0 0.2 -0.1 -1.16
Si 0.928791 2.928515 1.852602 0.0 -0.8 0.8 1.89
C 1.544479 3.651026 0.244966 -0.1 0.3 0.0 -1.17
C 1.488995 3.840291 3.376837 0.0 0.2 -0.1 -1.15
O 1.582385 1.374474 2.256186 -0.1 1.1 -0.1 -0.74
N 1.588690 0.267393 1.394751 0.0 0.4 0.5 0.06
O 1.285290 -0.848500 2.147693 -1.2 0.1 0.8 -0.73
Si 0.901381 -0.847523 3.820366 0.7 -0.2 -0.9 1.90
C -0.662264 0.115236 4.117344 -0.3 0.0 0.5 -1.16
C 0.625916 -2.692893 3.900542 -0.1 -0.1 0.2 -1.14
C 2.408365 -0.263878 4.743863 0.0 0.0 0.5 -1.16
C 2.887966 0.059732 0.876662 0.5 0.8 -1.5 0.16
C 3.516524 1.055055 0.211321 0.2 -1.1 0.8 -0.47
C 3.287563 -1.353233 0.902410 1.4 -0.5 -0.6 -0.11
C 4.570090 -1.690257 1.364959 -0.8 0.2 0.0 -0.14
C 4.930307 -3.033751 1.476531 0.0 -0.1 -0.1 -0.23
C 4.036597 -4.028487 1.066770 -0.1 0.0 0.1 -0.20
C 2.797475 -3.679801 0.504549 0.2 0.2 0.0 -0.22
C 2.436074 -2.343825 0.406527 0.3 -0.2 -0.3 -0.17
H -1.274369 3.907233 1.686518 0.0 -0.3 0.0 0.26
H -1.325228 2.298209 0.940448 0.0 0.2 0.2 0.23
H -1.368317 2.460745 2.722826 0.1 0.1 -0.3 0.25
H 0.843253 4.464693 -0.005544 0.3 -0.2 0.0 0.26
H 2.547887 4.086714 0.365865 -0.3 -0.1 -0.2 0.26
H 1.541354 2.945958 -0.598734 0.0 0.3 0.2 0.23
H 1.216237 4.902451 3.288940 0.1 -0.2 0.1 0.25
H 0.998825 3.444616 4.279670 0.1 0.1 -0.3 0.25
H 2.577023 3.774112 3.520403 -0.3 0.0 -0.1 0.26
H -1.243834 -0.409464 4.892245 0.1 0.2 -0.1 0.25
H -0.474654 1.138085 4.467913 0.0 -0.2 -0.1 0.25
H -1.298117 0.169297 3.225198 0.2 0.0 0.2 0.23
H 0.454753 -3.051401 4.927495 0.0 0.1 -0.3 0.25
H -0.244354 -2.968537 3.284681 0.2 0.1 0.2 0.23
H 1.497113 -3.223489 3.485602 -0.2 0.2 0.2 0.26
H 2.342384 -0.571011 5.800111 0.1 0.1 -0.2 0.25
H 3.321094 -0.714886 4.327503 -0.3 0.1 0.0 0.25
H 2.525369 0.827325 4.720418 -0.1 -0.3 -0.1 0.25
H 4.454752 0.804090 -0.278727 -0.2 0.3 0.1 0.23
H 3.174937 2.078478 0.277833 0.3 -0.3 -0.1 0.21
H 5.227038 -0.868522 1.660486 -0.1 -0.4 0.1 0.22
H 5.913922 -3.289994 1.884295 -0.4 0.0 -0.2 0.23
H 4.294026 -5.085682 1.173245 0.0 0.4 0.0 0.23
H 2.099457 -4.432672 0.141860 0.3 0.0 0.1 0.22
H 1.519808 -2.038665 -0.105439 0.3 -0.4 0.5 0.20
F -1.830483 -4.063345 -1.566978 0.4 1.3 0.7 -0.31
C -1.530156 -2.887623 -0.918954 0.1 -0.7 -0.8 0.37
C -2.132580 -2.647961 0.320375 0.1 0.5 -0.2 -0.16
C -1.834858 -1.442330 0.962524 0.0 -0.1 -0.2 -0.21
C -0.887181 -0.583908 0.425847 0.0 0.4 0.2 -0.12
C -0.319009 -0.788634 -0.851143 -0.3 -0.4 0.4 -0.09
C 0.584456 0.174420 -1.401714 -1.4 -0.5 -0.7 0.16
C 0.542121 0.426030 -2.802019 0.1 0.0 -0.7 -0.17
C 1.731077 0.768750 -3.490667 0.0 0.2 0.3 -0.11
C 1.736519 0.885192 -4.872714 0.0 0.0 -0.1 -0.21
C 0.564584 0.687959 -5.616278 0.0 -0.1 0.6 -0.15
C -0.615130 0.406212 -4.924624 -0.9 -0.1 -0.4 0.37
F -1.775951 0.239876 -5.642132 1.3 0.2 0.8 -0.31
C -0.666811 0.277457 -3.548242 0.2 -0.3 0.1 -0.19
C -0.668095 -1.991625 -1.538486 -0.4 0.0 0.0 -0.22
H -2.840760 -3.365116 0.742923 0.3 0.2 -0.2 0.26
H -2.338206 -1.160047 1.888032 0.2 -0.3 -0.2 0.24
H -0.585324 0.309396 0.963089 -0.3 -0.3 -0.1 0.25
H 1.252411 0.726174 -0.747677 0.0 -0.1 -0.1 0.28
H 2.639266 0.875664 -2.889219 -0.2 0.1 -0.4 0.24
H 2.663058 1.132376 -5.387380 -0.2 -0.1 0.1 0.25
H 0.558527 0.731874 -6.701084 0.0 0.1 0.2 0.26
H -1.608193 0.054811 -3.039524 0.3 0.1 -0.3 0.25
H -0.232614 -2.220596 -2.511193 -0.1 -0.1 0.3 0.25
```
Positions in Å, forces in eV/Å.

Charge: +1
Relative energy (zero: lowest compared OMol25 entry of this formula, charge and spin): 0.153 eV
E_HOMO: -0.40590 hartree
Gap between HOMO and LUMO: 5.2 eV